The following is a DFT calculation (ωB97M-V/def2-TZVPD) of a cluster of 5 separate species, C30H46Cl9FIN4O10P in total.

* net charge: 0
* SMILES: C#CCCC[C@@]1(Cl)N(C(=O)[O-])[C@@](CC(=O)O)(NCC)[C@H](CCOC(C)=O)[N@@H+](CC(=O)I)[C@]1([PH2]=O)C(=O)NC(=O)F.ClCCCl.ClCCCl.ClCCCl.ClCCCl
* max |F|: 7.8 eV/A
* total energy: -7022.3029 a.u.
* frontier orbital gap: 6.5 eV

Geometry as XYZ:
```
102
Properties=species:S:1:pos:R:3:forces:R:3
C 4.99567 -5.04149 -1.14689 -2.937 6.057 -1.316
C 4.60137 -3.86650 -1.60960 1.229 -5.239 2.299
C 4.01368 -2.42268 -2.10065 1.335 -2.110 -0.331
C 4.37829 -1.35594 -0.98021 1.476 -0.002 -0.628
C 3.41203 -0.12349 -0.65339 1.618 0.404 0.583
C 1.88264 -0.36173 -0.21777 1.488 1.018 0.300
Cl 2.07351 -2.05807 0.57266 -1.061 1.310 -0.292
N 1.60652 0.72475 0.74643 -0.518 -1.823 -0.365
C 1.97066 2.08777 0.26159 2.806 7.221 -0.480
O 3.02183 2.62122 0.82396 -3.597 -3.078 -1.639
O 1.30958 2.89068 -0.66476 0.887 -5.309 2.806
C 0.36883 0.66987 1.55210 -1.622 1.648 -0.070
C 0.13877 -0.52839 2.57364 1.021 -2.361 -0.895
C -0.80725 -0.40813 3.82557 -2.754 2.007 2.677
O -1.36730 0.58560 4.36841 2.860 -3.750 -2.900
O -1.09160 -1.68136 4.50443 0.071 1.328 -2.511
N 0.32494 1.93387 2.32191 -0.283 -0.884 -1.595
C 1.20430 2.20551 3.43796 0.793 2.277 2.501
C 2.54684 1.39511 3.71870 0.907 -0.531 1.038
C -0.81823 0.81596 0.42145 -1.432 3.647 3.893
C -2.31853 0.58730 1.05058 -0.513 0.181 -0.449
C -2.82248 -0.91784 1.19057 -0.422 0.086 1.131
O -4.12324 -1.03928 0.48578 0.973 -2.092 -1.632
C -4.38018 -2.40681 0.13185 -0.094 -2.886 3.397
C -4.74536 -2.86970 -1.39037 -0.157 0.782 0.947
O -4.30926 -3.28015 1.07003 -0.090 3.785 -4.487
N -0.59878 0.25693 -0.93173 -2.782 -0.712 -0.791
C -1.26812 1.23757 -1.90159 -1.759 1.343 -1.094
C -2.05367 0.51898 -3.11623 -1.545 -3.187 -0.289
O -2.67148 -0.57837 -3.09572 3.172 4.613 0.795
I -2.11084 1.61851 -5.04062 0.120 -0.330 1.223
C 0.72098 -0.31391 -1.37387 0.806 -2.382 -1.831
P 1.37076 0.45742 -3.04053 3.490 -0.103 -2.686
O 2.66450 -0.12984 -3.61441 -2.227 0.711 1.748
C 0.33054 -1.82738 -1.92390 -2.507 -4.529 1.115
O -0.28009 -2.72854 -1.26399 2.370 4.763 -1.350
N 0.57007 -2.26511 -3.36038 -2.268 -1.309 0.334
C 0.47534 -3.75474 -3.45680 4.143 -4.739 1.499
O 1.42768 -4.54222 -3.15921 -5.360 4.827 -1.625
F -0.73108 -4.41609 -3.95241 2.478 2.812 0.991
H 5.02344 -5.97308 -0.45714 0.196 2.150 -1.867
H 4.56172 -2.18558 -3.10093 -1.251 -0.322 1.783
H 2.91065 -2.61175 -2.32923 1.643 0.388 0.433
H 5.36280 -0.84370 -1.36272 -1.858 -0.835 0.711
H 4.76877 -1.94167 -0.04871 -1.264 1.205 -1.608
H 3.61870 0.70897 -1.41474 -0.908 -1.240 0.939
H 3.93246 0.28283 0.33360 -2.018 -0.620 -2.320
H -0.24786 -1.44629 1.95792 0.695 1.390 1.361
H 1.18649 -0.88193 2.95208 -2.003 0.650 -0.453
H -1.64026 -2.23984 3.88439 1.018 0.660 0.803
H -0.61254 2.35202 2.39872 1.030 -0.829 0.227
H 1.54170 3.32616 3.34114 -0.589 -2.013 -0.056
H 0.60424 2.21871 4.44396 0.878 -0.301 -1.796
H 2.81335 0.53116 3.02075 -0.505 1.422 0.743
H 2.48640 0.93943 4.79350 0.009 0.701 -1.907
H 3.48000 2.09414 3.75524 -1.864 -1.183 -0.353
H -0.84616 1.97940 0.26656 0.706 -2.130 0.252
H -2.35457 1.12755 2.08483 0.409 -1.084 -1.868
H -3.13686 1.15275 0.43424 1.545 -1.049 0.847
H -3.07848 -1.12814 2.30811 0.864 0.110 -1.970
H -2.08529 -1.69511 0.75423 -1.120 1.146 0.812
H -4.96069 -1.97955 -2.08734 0.648 -1.381 1.161
H -3.84539 -3.50465 -1.73696 -1.526 1.093 0.451
H -5.70161 -3.51104 -1.34023 1.706 0.891 0.088
H -1.31722 -0.51769 -0.98899 1.043 0.180 0.215
H -2.18061 1.77314 -1.39378 1.713 -1.306 -0.573
H -0.62014 2.13848 -2.18710 -0.373 -1.660 0.394
H 0.42080 0.22091 -4.12721 -0.214 0.232 1.475
H 1.51104 1.87928 -2.97660 -0.619 -0.594 0.640
H -0.29090 -1.93830 -3.86850 1.049 0.080 0.302
Cl -3.45734 3.73695 -1.14009 -0.018 0.058 0.112
C -4.31750 4.57456 -2.45604 -0.245 0.183 -0.394
C -5.67802 3.96432 -2.73105 -0.087 0.175 0.094
Cl -5.56232 2.33606 -3.44976 0.031 0.016 0.108
H -3.68102 4.55586 -3.34338 -0.072 -0.110 0.155
H -4.43457 5.61464 -2.14326 -0.032 -0.150 0.034
H -6.22375 4.58482 -3.44518 0.149 -0.034 0.051
H -6.27525 3.88931 -1.81974 0.156 -0.053 -0.109
Cl -1.36721 4.37188 1.95938 -0.154 0.364 -0.204
C -2.46145 5.70907 1.52538 -0.235 0.260 0.008
C -2.61112 6.71471 2.65090 0.108 0.105 -0.138
Cl -3.49949 6.04107 4.04006 0.027 -0.030 -0.016
H -3.42394 5.28010 1.23893 0.149 0.051 0.175
H -2.03132 6.19644 0.64717 0.039 -0.039 0.140
H -3.17847 7.58025 2.30154 0.028 -0.141 -0.028
H -1.64055 7.06605 3.00765 -0.125 -0.156 -0.033
Cl 9.05885 0.28942 1.51485 0.008 -0.048 -0.008
C 7.94604 1.28244 0.54019 -0.157 0.116 -0.101
C 6.60608 1.47913 1.22280 0.107 0.390 0.006
Cl 5.66474 -0.03130 1.30356 1.296 0.115 1.106
H 7.83382 0.80605 -0.43624 -0.017 -0.015 0.194
H 8.43208 2.24959 0.39312 -0.118 -0.075 0.085
H 6.00428 2.19717 0.66022 -0.013 -0.112 0.021
H 6.72470 1.85889 2.23975 0.020 -0.144 -0.144
Cl -0.56440 -7.81449 0.95641 -0.012 -0.024 -0.008
C -1.67347 -6.78198 0.01959 -0.130 0.162 -0.102
C -3.00046 -6.57794 0.72579 0.132 0.230 -0.079
Cl -3.96654 -8.07378 0.78778 0.007 -0.036 0.020
H -1.80749 -7.23481 -0.96517 -0.012 -0.016 0.197
H -1.17279 -5.81991 -0.11357 -0.082 -0.063 0.073
H -3.59703 -5.83789 0.18788 0.094 -0.070 0.052
H -2.86089 -6.22256 1.74886 0.006 -0.125 -0.152
```
Forces are in eV/Å.

=====

The following is a DFT calculation (ωB97M-V/def2-TZVPD) of a structure of composition C30H46InO2P2.

* net charge: +1
* max |F|: 5.2 eV/A
* total energy: -2193.5567 a.u.
* frontier orbital gap (alpha / beta): 2.9 / 5.6 eV

Geometry as XYZ:
```
81
Properties=species:S:1:pos:R:3:forces:R:3
In 1.40600 2.06445 -3.04342 1.650 -3.104 3.799
C -1.59964 0.47442 2.13966 -2.493 0.735 -1.606
C -2.53577 0.10552 1.13651 0.722 0.338 0.520
C -1.10941 -1.66689 1.46830 2.421 1.459 2.760
C -0.71490 -0.61806 2.33878 0.749 -4.047 -1.496
C -2.26164 -1.23481 0.75413 -0.853 1.435 -0.161
C -1.59065 1.71981 2.92818 -0.067 0.403 -0.088
H -2.21920 2.48778 2.46615 0.108 -0.111 0.118
H -0.57139 2.11473 3.03826 -0.143 -0.125 0.053
H -1.97964 1.55210 3.94503 0.118 -0.091 -0.181
C 0.41590 -0.63168 3.28853 0.179 0.017 0.358
H 0.17670 -0.04226 4.18347 0.094 -0.154 -0.107
H 1.32219 -0.19301 2.84430 -0.138 -0.003 0.058
H 0.65636 -1.65705 3.59818 0.016 0.258 -0.061
C -0.44194 -2.97798 1.32474 0.175 -0.496 -0.098
H -0.14864 -3.37831 2.30462 -0.050 0.007 -0.221
H 0.47446 -2.90783 0.71829 -0.290 -0.086 0.092
H -1.10801 -3.69982 0.83822 0.191 0.024 0.135
C -3.06047 -2.07727 -0.15179 -0.393 0.214 -0.191
H -3.53976 -2.90418 0.39751 0.257 0.124 -0.049
H -2.44101 -2.53033 -0.93931 0.067 -0.014 0.166
H -3.86264 -1.50167 -0.62611 0.141 -0.136 0.094
C -3.62583 0.95096 0.60869 -0.671 0.249 -0.101
H -4.56463 0.79130 1.15824 0.081 0.128 -0.169
H -3.82429 0.72587 -0.44702 0.005 0.151 0.171
H -3.37587 2.01481 0.69065 -0.094 -0.154 -0.091
C 2.12523 4.13003 -3.17070 1.174 -0.544 -0.059
C 1.27290 4.76277 -2.08213 0.566 0.815 1.118
C -0.12910 5.24255 -2.54109 0.187 0.304 0.410
C -0.75982 4.52540 -3.74954 -0.054 0.269 0.504
C -0.38139 3.07626 -4.03696 -1.276 0.351 -4.260
C 0.55844 2.72028 -5.04316 -3.838 2.585 -1.092
C 1.43195 3.82103 -5.65192 0.448 -0.481 0.282
C 2.03707 4.75371 -4.56380 0.312 0.413 -0.105
H -0.04321 6.31686 -2.80708 -0.058 -0.603 0.191
H -0.62447 5.15998 -4.63692 0.242 -0.544 0.056
H -0.82609 5.20864 -1.69461 0.204 0.064 -0.194
H 1.45839 5.69340 -4.54702 0.306 -0.358 0.115
H 3.18176 3.97014 -2.87663 -0.507 0.631 0.161
H 1.75114 5.65284 -1.63935 0.082 0.064 -0.466
H 3.05478 5.04199 -4.87005 -0.398 -0.092 -0.053
H 2.24218 3.37637 -6.26132 -0.426 0.049 0.332
H 0.33020 1.87035 -5.70245 0.463 -0.350 0.933
H 0.83959 4.43319 -6.36005 -0.014 -0.451 0.299
H -1.85172 4.54080 -3.58127 0.407 -0.315 -0.091
H -1.20517 2.39917 -3.76858 0.790 -0.277 -0.111
P 1.47689 3.61809 -0.55615 -1.147 -0.224 -1.312
C 2.46889 4.51068 0.68661 0.268 -0.267 0.185
C -0.19727 3.45362 0.15009 0.122 -0.130 0.501
P -0.55129 -1.39676 -2.98655 0.324 1.615 -0.065
C 0.05803 0.16680 -2.20217 0.960 0.303 0.525
C -2.19447 -0.74396 -3.48678 -0.191 -0.333 -0.217
C 0.35302 -1.28215 -4.59025 0.209 -0.479 -0.164
H 3.09529 3.73476 1.15542 -0.182 0.419 0.047
H 1.82634 4.99338 1.43889 0.226 -0.169 -0.252
H 3.12646 5.26033 0.22459 -0.216 -0.286 0.041
H -1.00042 3.51659 -0.59209 0.294 -0.079 0.016
H -0.36320 4.22372 0.91702 -0.120 -0.308 -0.084
H -0.22275 2.44491 0.58638 -0.153 0.264 0.109
H 0.69671 -0.25462 -4.79769 -0.306 -0.414 0.028
H -0.31782 -1.63577 -5.38943 0.475 0.013 0.100
H 1.24435 -1.92811 -4.50780 -0.375 0.234 -0.316
H -0.81322 0.67496 -1.75177 0.377 -0.082 0.148
H 0.79351 -0.11555 -1.42781 -0.491 0.465 -0.135
H -2.62879 -1.48357 -4.17203 -0.171 0.325 0.079
H -2.11421 0.23339 -3.98036 -0.085 -0.229 0.005
H -2.84522 -0.65862 -2.60462 0.184 0.003 -0.293
O 3.25516 0.57988 -1.71119 -0.643 0.145 0.808
C 2.98964 0.24766 -0.50745 0.072 -0.081 -0.243
O 2.23749 0.84967 0.31939 0.297 0.027 -0.819
C 3.62649 -1.03325 0.05604 0.143 -0.245 0.065
C 2.95125 -1.75889 1.04817 0.258 0.197 0.081
C 3.57275 -2.82455 1.69788 0.219 -0.098 -0.137
C 4.87528 -3.21387 1.34659 -0.139 0.218 -0.159
C 5.53544 -2.53405 0.31660 -0.440 0.109 -0.070
C 4.90045 -1.46483 -0.33655 -0.157 -0.022 0.203
H 1.94470 -1.45040 1.32850 0.388 -0.057 -0.080
H 3.05161 -3.34983 2.50084 0.101 0.099 -0.274
H 5.36608 -4.04966 1.86117 -0.249 0.427 -0.219
H 6.53786 -2.83808 0.00960 -0.312 0.105 0.100
H 5.38524 -0.94238 -1.15395 0.073 -0.014 0.123
```
Forces are in eV/Å.

=====

The following is a DFT calculation (ωB97M-V/def2-TZVPD) of a structure of composition C30H47AsBN3O2RhS2Si2.

* net charge: +1
* max |F|: 3.8 eV/A
* total energy: -5232.4360 a.u.
* spin multiplicity: 5
* frontier orbital gap (alpha / beta): 6.5 / 5.3 eV

Geometry as XYZ:
```
89
Properties=species:S:1:pos:R:3:forces:R:3
Rh -18.85315 -3.65841 -11.76055 -1.931 2.224 -0.399
C -26.04414 -0.63449 -16.13129 -0.464 0.005 -0.481
C -25.62741 -0.87657 -14.66129 0.205 0.220 -0.462
C -26.35480 -2.10344 -14.09031 -0.939 0.030 0.040
C -25.95499 0.39254 -13.86399 -0.244 0.412 0.600
C -24.12725 -1.09584 -14.61917 1.160 0.351 -0.808
C -23.25433 -0.13907 -15.22347 -0.359 -0.735 0.572
C -21.85606 -0.27934 -15.21712 -0.101 0.003 0.049
C -21.31090 -1.37730 -14.55289 -1.951 -0.606 0.199
O -20.03111 -1.72661 -14.29168 0.858 -0.715 1.624
B -20.06957 -2.85088 -13.30001 -1.252 1.270 -2.959
O -21.41584 -3.30462 -13.40614 0.183 -0.024 1.119
C -22.19459 -2.33558 -14.00049 1.206 0.577 -0.796
C -23.57522 -2.25766 -14.07433 0.330 0.096 0.301
H -27.15946 -0.52238 -16.18466 0.920 -0.125 -0.078
H -25.72184 -1.48599 -16.77427 -0.337 0.537 0.392
H -25.58750 0.29700 -16.55853 -0.437 -0.829 0.463
H -27.46119 -1.93968 -14.16491 0.871 -0.137 0.121
H -26.10919 -2.27326 -13.01371 -0.172 0.103 -0.820
H -26.12481 -3.01838 -14.68101 -0.114 0.561 0.436
H -27.05467 0.54060 -13.80235 0.599 -0.035 -0.071
H -25.50287 1.31146 -14.31012 -0.325 -0.766 0.252
H -25.56565 0.30077 -12.82890 -0.239 0.088 -0.466
H -23.73430 0.71513 -15.70961 0.508 -0.209 0.167
H -21.22797 0.45280 -15.71664 -0.044 -0.069 0.137
H -24.21026 -3.04656 -13.67965 0.355 0.155 0.036
N -17.17504 -4.53840 -11.41293 3.823 0.169 -0.416
S -16.97816 -6.07317 -11.05397 -0.452 -2.083 0.404
C -15.23733 -6.53412 -10.96473 0.502 -0.048 0.268
C -14.23504 -5.77026 -11.54086 0.818 -0.153 -0.008
C -12.86764 -6.13523 -11.35932 -1.087 -0.463 0.448
C -12.54277 -7.29394 -10.63008 -1.580 0.684 -0.505
C -13.58438 -8.08539 -10.10442 -0.094 0.552 -0.358
C -14.92060 -7.71362 -10.25649 0.303 0.325 -0.330
C -17.40051 -6.30259 -9.32000 0.130 -0.369 0.263
C -16.53315 -5.83459 -8.34336 -0.574 -0.140 0.948
C -16.90322 -5.96049 -6.99118 0.238 0.070 -0.717
C -18.11011 -6.57709 -6.65290 0.069 -0.077 -0.037
C -18.91730 -7.15552 -7.63587 0.655 0.515 -0.566
C -18.54997 -7.02410 -8.98426 0.050 0.126 0.282
H -16.29110 -4.03123 -11.50749 -0.213 -0.125 0.463
H -14.48256 -4.90703 -12.16459 0.160 -0.161 0.318
H -12.11014 -5.47660 -11.76176 0.079 -0.175 -0.067
H -11.53271 -7.60700 -10.49218 0.545 -0.001 0.064
H -13.33635 -8.98682 -9.56012 -0.080 -0.008 -0.006
H -15.71663 -8.31733 -9.83321 0.149 0.036 0.036
H -15.57482 -5.43145 -8.63054 0.058 0.262 0.109
H -16.22547 -5.58996 -6.21919 -0.293 -0.107 -0.198
H -18.39179 -6.63043 -5.60310 0.008 -0.084 -0.225
H -19.82602 -7.68362 -7.39361 -0.023 -0.043 0.141
H -19.14790 -7.49091 -9.75785 -0.034 0.188 -0.003
C -20.04260 -7.71959 -15.28600 -0.542 0.060 0.334
N -20.22154 -7.25334 -13.89104 -0.743 -0.397 0.208
C -19.61548 -6.19172 -13.34489 -0.340 -0.277 0.079
N -18.63185 -5.64425 -14.06687 0.666 0.013 0.192
S -20.08761 -5.58784 -11.77614 -0.919 -1.804 -0.641
H -20.74164 -8.57589 -15.41594 0.643 0.650 -0.043
H -19.01223 -8.06817 -15.44574 -0.315 0.038 -0.066
H -20.30568 -6.91526 -16.01272 0.246 -0.562 0.538
H -20.98714 -7.68276 -13.35626 0.678 0.556 -0.365
H -18.16170 -6.21333 -14.77371 -0.318 0.544 0.269
H -18.11498 -4.87037 -13.62084 -0.282 -0.592 -0.616
C -17.97617 -0.58323 -7.04630 -0.172 0.152 0.010
Si -17.40282 -1.08847 -8.79498 0.828 0.345 1.095
C -16.64802 0.40038 -9.72181 -0.105 0.204 -0.271
C -15.97706 -2.31740 -8.50220 -0.049 0.035 -0.049
As -19.24624 -2.04595 -9.96358 0.481 0.357 0.663
Si -20.44993 -0.16422 -10.61339 -1.277 1.531 -0.196
C -22.21089 -0.73074 -11.01882 -0.327 0.049 -0.176
C -20.62796 1.18420 -9.27475 0.164 0.457 -0.087
C -19.59239 0.64401 -12.09506 0.324 0.173 0.133
H -17.09731 -0.28416 -6.42413 -0.596 -0.153 -0.520
H -18.47566 -1.42773 -6.52970 0.263 0.384 -0.289
H -18.69851 0.26081 -7.07517 0.455 -0.460 0.059
H -15.71172 0.72419 -9.20080 -0.701 -0.362 -0.309
H -17.33517 1.28433 -9.73014 0.533 -0.746 -0.129
H -16.37318 0.12432 -10.77333 -0.280 0.336 0.829
H -15.19774 -1.82091 -7.87341 -0.512 -0.218 -0.605
H -15.53690 -2.62843 -9.47072 -0.047 0.034 0.569
H -16.30779 -3.20504 -7.93682 0.058 0.308 -0.357
H -22.89790 -0.52664 -10.17051 0.464 -0.217 -0.360
H -22.22742 -1.80302 -11.24051 -0.131 0.060 0.104
H -22.65753 -0.23407 -11.90990 0.476 -0.132 0.480
H -21.04563 0.83886 -8.31826 0.096 -0.026 -0.296
H -21.31838 1.97697 -9.66570 0.443 -0.719 0.163
H -19.67832 1.71241 -9.05856 -0.359 -0.335 -0.077
H -19.23603 -0.09528 -12.81751 0.004 0.114 0.070
H -18.71906 1.24043 -11.73899 -0.643 -0.325 -0.321
H -20.30523 1.30480 -12.63992 0.394 -0.346 0.504
```
Forces are in eV/Å.